(1)
C43H33BCl3F4N2P2PdTe | wB97M-V/def2-TZVPD

Geometry as XYZ:
```
90
Properties=species:S:1:pos:R:3:lowdin_spin:R:1
Pd 1.3747 -0.5281 -1.4166 0.81
Te -0.4520 1.8801 -2.5901 0.02
C -1.1077 3.8713 -2.2072 0.01
C -0.8711 4.4992 -0.9916 0.01
C -1.3341 5.7916 -0.7985 0.00
N -2.0155 6.4880 -1.7118 0.00
C -2.2419 5.8746 -2.8731 0.00
C -1.8129 4.5889 -3.1663 0.00
C -0.4786 1.3126 -0.5194 0.56
P 1.1633 1.0999 0.1794 0.16
C 1.0139 1.0086 1.9824 0.03
C 0.0097 1.6604 2.6907 0.01
C -0.0899 1.4931 4.0637 0.00
C 0.8144 0.6781 4.7322 0.00
C 1.8238 0.0310 4.0303 0.00
C 1.9192 0.1886 2.6545 0.01
C 2.1345 2.6293 -0.0680 0.02
C 2.2127 3.6094 0.9235 0.01
C 2.9620 4.7591 0.7249 0.00
C 3.6556 4.9378 -0.4635 0.00
C 3.6149 3.9529 -1.4400 0.00
C 2.8706 2.7984 -1.2400 0.01
P -1.7961 0.0286 -0.5606 0.39
C -3.1823 1.4711 -0.5016 0.20
C -4.0638 1.5162 -1.5762 0.02
C -4.9612 2.5689 -1.7264 0.00
C -4.9782 3.6009 -0.7961 0.00
C -4.1106 3.5624 0.2892 0.01
C -3.2224 2.5026 0.4335 0.04
C -2.0431 -0.5552 1.1810 0.01
C -1.0107 -1.2466 1.8167 0.01
C -1.1474 -1.7223 3.1138 0.00
C -2.3392 -1.5310 3.7996 0.01
C -3.3880 -0.8703 3.1747 0.00
C -3.2425 -0.3889 1.8783 0.01
H -0.3405 3.9926 -0.1998 0.01
H -1.1463 6.2970 0.1452 0.00
H -2.8096 6.4393 -3.6082 0.00
H -2.0455 4.1509 -4.1317 0.00
H -0.7039 2.2817 2.1610 0.00
H -0.8814 1.9885 4.6128 0.00
H 0.7235 0.5378 5.8025 0.00
H 2.5242 -0.6100 4.5505 0.00
H 2.6878 -0.3287 2.0891 0.00
H 1.6769 3.4778 1.8554 0.00
H 3.0063 5.5140 1.5021 0.00
H 4.2449 5.8339 -0.6172 0.00
H 4.1830 4.0660 -2.3547 0.00
H 2.8954 2.0197 -1.9842 0.00
H -4.0297 0.7160 -2.3093 0.01
H -5.6355 2.5921 -2.5756 0.00
H -5.6578 4.4361 -0.9168 0.00
H -4.1175 4.3689 1.0142 0.00
H -2.5520 2.4814 1.2880 0.00
H -0.0954 -1.4119 1.2697 0.00
H -0.3272 -2.2532 3.5860 0.00
H -2.4523 -1.9021 4.8127 0.00
H -4.3306 -0.7349 3.6943 0.00
H -4.0748 0.1077 1.4006 0.00
Cl 1.3683 -2.3164 -3.0395 0.06
C -0.0714 -3.1512 -2.5125 0.03
C -0.1897 -4.4674 -2.9106 0.00
C -1.3371 -5.1779 -2.6191 0.03
C -2.3669 -4.5181 -1.9703 0.00
C -2.2341 -3.2040 -1.5657 0.03
Cl -3.6483 -2.4929 -0.8400 0.04
C -1.0221 -2.4494 -1.7137 0.03
N -0.7167 -1.2524 -1.1396 0.35
H 0.6233 -4.9279 -3.4587 0.00
H -1.4338 -6.2183 -2.9022 0.00
H -3.3050 -5.0245 -1.7761 0.00
Cl 0.8823 -5.9047 2.4290 0.02
C 1.9337 -5.9275 1.0415 0.12
C 2.4753 -7.1341 0.6554 -0.01
C 3.3114 -7.1993 -0.4560 0.14
C 3.6019 -6.0371 -1.1735 -0.01
C 3.0624 -4.8318 -0.7892 0.12
C 2.1995 -4.7209 0.3356 0.05
C 1.6658 -3.4791 0.6852 0.49
H 2.2441 -8.0264 1.2229 0.00
H 3.7343 -8.1499 -0.7547 0.01
H 4.2593 -6.0828 -2.0335 0.00
H 3.3021 -3.9206 -1.3276 0.00
H 1.8679 -2.6216 0.0547 0.03
H 1.0495 -3.3620 1.5643 0.03
F 3.7796 -1.2891 -0.7883 0.02
B 4.5055 -0.6037 -1.8211 0.00
F 5.1803 0.4880 -1.2803 0.00
F 5.3593 -1.4889 -2.4719 0.00
F 3.4978 -0.1298 -2.7525 0.02
```

Output
**Strongest force on any atom**: 0.93 eV/A
**Spin multiplicity**: 5
**Lowest unoccupied orbital energy (alpha / beta)**: 2.2 / 1.1 eV
**Kohn-Sham gap (alpha / beta)**: 5.676 / 6.211 eV
**E_tot**: -4651.58479 Ha
**Total charge**: -1
**<S²>**: 6.062


(2)
C40H27F6N10OSV | wB97M-V/def2-TZVPD

Geometry as XYZ:
```
86
Properties=species:S:1:pos:R:3:lowdin_spin:R:1
V 0.1214 0.1370 -0.7657 1.10
F 3.8910 2.2433 -3.9931 0.00
C 3.5066 1.3824 -3.0701 0.00
C 2.1727 1.3704 -2.6789 0.00
C 1.8178 0.4664 -1.7067 -0.09
C 2.7036 -0.4750 -1.1223 -0.01
C 4.0325 -0.3763 -1.5670 0.00
F 4.9548 -1.1813 -1.0528 0.00
C 4.4474 0.5274 -2.5237 0.02
C 2.2260 -1.4871 -0.1540 0.01
C 2.9690 -2.5465 0.3641 0.00
C 2.3757 -3.4318 1.2451 0.01
C 1.0431 -3.2748 1.6097 0.00
C 0.3409 -2.2306 1.0563 0.01
N 0.9179 -1.3715 0.2060 -0.01
H 1.4762 2.0598 -3.1351 0.00
H 5.4822 0.5591 -2.8361 0.00
H 3.9991 -2.6733 0.0789 0.00
H 2.9549 -4.2535 1.6452 0.00
H 0.5588 -3.9523 2.2973 0.00
H -0.7076 -2.0664 1.2748 0.00
C -3.9554 6.9920 4.4156 0.00
C -4.5331 5.7722 3.7647 0.00
C -4.1011 4.4939 4.1203 0.00
C -4.6643 3.3561 3.5636 0.00
C -5.6720 3.4954 2.6166 0.00
N -6.3472 2.3799 2.0334 0.00
C -5.8901 1.1643 1.6880 0.00
O -6.5488 0.2422 1.2867 0.00
N -4.4319 1.0043 1.7445 0.00
C -3.7024 1.2996 0.6375 0.00
C -4.1043 2.2811 -0.2951 0.01
C -3.3245 2.5513 -1.3947 0.00
C -2.1415 1.8480 -1.5969 0.01
N -1.7644 0.9161 -0.7265 -0.01
C -2.5035 0.6343 0.3554 0.00
C -6.1218 4.7615 2.2460 0.00
C -5.5544 5.8845 2.8190 0.00
H -2.9851 6.7769 4.8607 0.00
H -4.6135 7.3477 5.2101 0.00
H -3.8372 7.8020 3.6965 0.00
H -3.3344 4.3755 4.8752 0.00
H -4.3465 2.3845 3.9068 0.00
H -7.3429 2.4854 1.8864 0.00
H -4.1921 0.1500 2.2293 0.00
H -5.0263 2.8228 -0.1341 0.00
H -3.6278 3.3044 -2.1070 0.00
H -1.5038 2.0141 -2.4570 0.00
H -2.1287 -0.1298 1.0318 0.00
H -6.9223 4.8693 1.5259 0.00
H -5.9224 6.8615 2.5347 0.00
S -0.4205 -1.2126 -2.5819 -0.04
C -2.0677 -1.1755 -3.2326 0.00
N -2.1587 -1.3923 -4.5291 -0.01
C -3.4477 -1.5550 -5.2201 0.00
C -4.4903 -0.7131 -4.5069 0.00
C -4.5188 -1.0635 -3.0310 0.00
N -3.1465 -1.0113 -2.4924 0.00
H -1.2983 -1.5116 -5.0435 0.00
H -3.7130 -2.6141 -5.2147 0.00
H -3.3054 -1.2440 -6.2527 0.00
H -5.4702 -0.8962 -4.9440 0.00
H -4.2639 0.3468 -4.6376 0.00
H -4.9216 -2.0634 -2.8601 0.00
H -5.1171 -0.3537 -2.4622 0.00
H -3.0218 -0.9833 -1.4933 0.00
F 2.2360 3.8750 -0.3925 0.00
C 2.5360 4.7687 0.5559 -0.01
C 3.3643 5.7917 0.2657 0.01
F 3.8586 5.8857 -0.9453 0.00
C 3.7108 6.7950 1.2571 -0.01
C 3.0934 6.6006 2.5584 0.01
C 2.2550 5.5693 2.8237 -0.01
F 1.7349 5.4455 4.0295 0.00
C 1.9371 4.5808 1.8412 0.00
C 1.1075 3.5003 2.1162 -0.01
C 0.8643 2.4415 1.2225 0.00
N 0.6748 1.4627 0.6293 -0.02
C 0.3660 3.2950 3.3214 0.00
N -0.2875 3.1367 4.2516 -0.01
F 3.3649 7.4509 3.5113 0.00
C 4.5489 7.8435 0.9841 0.03
C 5.1630 8.0434 -0.2910 0.00
N 5.6831 8.2417 -1.2953 0.02
C 4.9001 8.8472 1.9369 0.00
N 5.2285 9.6815 2.6545 0.02
```

Output
**Strongest force on any atom**: 0.73 eV/A
**Spin multiplicity**: 2
**Lowest unoccupied orbital energy (alpha / beta)**: -10.7 / -10.2 eV
**Kohn-Sham gap (alpha / beta)**: 3.689 / 4.185 eV
**E_tot**: -4103.67596 Ha
**ΔE to the lowest compared entry with this formula, charge and spin**: 60.3 kJ/mol
**Total charge**: +3
**<S²>**: 0.810


(3)
C34H26MoN4O4SSi | wB97M-V/def2-TZVPD

Geometry as XYZ:
```
71
Properties=species:S:1:pos:R:3:lowdin_charge:R:1
Mo 0.7069 -0.8492 0.4591 1.69
N 2.9535 -2.1341 4.0856 0.13
C 2.5815 -1.8076 2.8462 -0.76
S 1.1907 -0.7224 2.7166 0.80
N 3.2176 -2.2315 1.8139 0.02
N 2.6745 -1.8054 0.6046 -0.14
C 3.4679 -2.0933 -0.3912 0.00
C 3.2925 -1.7683 -1.7671 -0.14
C 4.2727 -2.1094 -2.7086 0.02
C 4.0910 -1.7749 -4.0357 -0.02
C 2.9408 -1.1027 -4.4448 -0.01
C 1.9494 -0.7520 -3.5386 0.04
C 2.1529 -1.0984 -2.2163 -0.27
O 1.2019 -0.8022 -1.3005 -0.22
H 2.4865 -1.7729 4.8991 0.11
H 3.7445 -2.7469 4.2129 0.13
H 4.3723 -2.6280 -0.1150 0.15
H 5.1645 -2.6343 -2.3915 0.13
H 4.8443 -2.0363 -4.7653 0.13
H 2.8165 -0.8501 -5.4893 0.13
H 1.0477 -0.2380 -3.8393 0.13
O 0.6517 -3.5869 -1.3072 0.16
C -0.2263 -3.5324 -0.5039 -0.34
N -0.3735 -2.3947 0.4175 -0.07
C -1.5281 -2.6305 1.2927 -0.37
O -1.8449 -1.8569 2.1409 0.13
C -2.1067 -3.9074 0.8431 -0.09
C -3.2281 -4.5573 1.3258 0.04
C -3.5603 -5.7636 0.7200 -0.01
C -2.7969 -6.2922 -0.3223 -0.01
C -1.6721 -5.6325 -0.8037 0.04
C -1.3496 -4.4307 -0.1975 -0.09
H -3.8168 -4.1450 2.1331 0.14
H -4.4304 -6.3092 1.0590 0.13
H -3.0908 -7.2360 -0.7611 0.12
H -1.0765 -6.0343 -1.6111 0.14
O -0.4369 0.4738 0.6575 -0.45
Si -0.7817 2.2593 0.4695 0.71
C -1.7425 2.6601 1.9908 -0.25
C -2.2670 3.9507 2.1243 -0.09
C -2.9771 4.3114 3.2575 -0.06
C -3.1797 3.3843 4.2702 -0.05
C -2.6753 2.0978 4.1503 -0.06
C -1.9581 1.7385 3.0191 -0.09
C -1.7291 2.3925 -1.0985 -0.24
C -1.0668 2.4077 -2.3344 -0.09
C -1.7818 2.4840 -3.5173 -0.07
C -3.1692 2.5537 -3.4796 -0.05
C -3.8409 2.5455 -2.2656 -0.06
C -3.1260 2.4627 -1.0807 -0.07
C 0.9661 2.8610 0.2983 -0.23
C 2.0989 2.0562 0.3470 -0.13
C 3.3786 2.5454 0.1436 -0.06
C 3.5439 3.8981 -0.1172 -0.05
C 2.4361 4.7332 -0.1672 -0.04
C 1.1634 4.2220 0.0340 -0.07
H -2.1356 4.6855 1.3364 0.11
H -3.3772 5.3119 3.3500 0.12
H -3.7394 3.6651 5.1525 0.12
H -2.8462 1.3729 4.9348 0.11
H -1.5922 0.7211 2.9353 0.07
H 0.0184 2.3910 -2.3686 0.10
H -1.2647 2.5092 -4.4674 0.11
H -3.7289 2.6282 -4.4027 0.12
H -4.9201 2.6114 -2.2417 0.12
H -3.6576 2.4596 -0.1362 0.11
H 2.0178 0.9933 0.6110 0.01
H 4.2352 1.8870 0.2012 0.11
H 4.5332 4.3051 -0.2764 0.12
H 2.5623 5.7886 -0.3670 0.12
H 0.3186 4.8997 -0.0233 0.11
```

Output
**Strongest force on any atom**: 0.62 eV/A
**Lowest unoccupied orbital energy**: -8.4 eV
**Kohn-Sham gap**: 5.454 eV
**E_tot**: -2586.69164 Ha
**ΔE to the lowest compared entry with this formula, charge and spin**: 0.0 kJ/mol
**Total charge**: +2